Entry from the Open Molecules 2025 dataset: a single C5H8BrN3O3 molecule in a non-equilibrium geometry (ωB97M-V/def2-TZVPD).

The calculation puts the relative energy (zero: lowest compared OMol25 entry of this formula, charge and spin) at 24.09 kcal per mole. The strongest force on any atom comes out at 4.03 eV/A. For the HOMO-LUMO gap (alpha / beta), the calculation gives 0.256 / 0.255 Ha. As for the total energy: -85963.686 eV. Its LUMO energy (alpha / beta) is -1.62 / -1.66 eV.

```
20
C5H8BrN3O3 ωB97M-V/def2-TZVPD
C 1.38420 -0.45618 0.02514
C 2.25940 0.47524 0.57596
C -0.80595 0.50443 0.30975
C -0.44980 -1.94654 0.18416
C -0.37902 1.83520 -0.15543
N 1.99300 1.39543 1.38992
N 0.08998 -0.57748 0.23363
N -2.09312 0.23994 0.75521
O -2.13172 -0.55559 1.74404
O -3.07949 0.73507 0.24001
O -1.34620 2.80167 -0.33849
Br 4.18956 0.09477 -0.00974
H 1.78562 -1.32218 -0.45443
H -1.18761 -1.98531 0.90524
H -1.07655 -2.14956 -0.70660
H 0.33007 -2.54026 0.52743
H 0.29520 1.69247 -1.02248
H 0.29332 2.34012 0.65701
H 2.82274 1.95610 1.71108
H -2.21104 2.53225 -0.55157
```